The following is a quantum chemistry calculation of a single C6H14O3 molecule in a non-equilibrium geometry, from the Open Molecules 2025 dataset.

Geometry (Å):
C (0.693, 1.221, -1.221)
C (0.820, 0.275, -0.012)
C (0.535, 1.049, 1.284)
C (2.280, -0.225, 0.035)
C (-0.104, -0.965, -0.181)
C (-1.613, -0.792, -0.013)
O (-2.303, -1.768, -0.743)
O (-2.017, -0.961, 1.314)
O (-2.134, 0.428, -0.432)
H (-0.271, 1.736, -1.249)
H (1.466, 1.998, -1.197)
H (0.807, 0.673, -2.164)
H (0.591, 0.391, 2.158)
H (1.265, 1.854, 1.427)
H (-0.455, 1.516, 1.274)
H (2.550, -0.744, -0.892)
H (2.982, 0.607, 0.165)
H (2.436, -0.921, 0.866)
H (0.091, -1.394, -1.173)
H (0.218, -1.740, 0.530)
H (-2.752, -1.220, -1.414)
H (-2.548, -1.775, 1.248)
H (-2.537, 0.759, 0.390)

The calculation puts the electronic energy at -12591.90282 eV. The orbital gap is 11.4 eV. The calculation puts the maximum force at 1.01 eV/Å. As for the net charge: 0. As for the spin multiplicity: 1.


The following is a quantum chemistry calculation of 21 unconnected molecules or ions with the total composition C23H87N2O24P in a non-equilibrium geometry, from the Open Molecules 2025 dataset.

Geometry (Å):
C (4.167, -0.554, -0.197)
C (3.692, -1.937, -0.429)
O (4.274, -2.947, -0.020)
N (2.366, -2.149, -1.198)
H (1.748, -2.672, -0.593)
H (1.813, -1.306, -1.259)
C (2.631, -2.710, -2.625)
H (3.405, 0.005, 0.346)
H (4.307, 0.042, -1.100)
H (5.087, -0.505, 0.385)
H (3.030, -3.703, -2.421)
H (3.361, -2.168, -3.227)
H (1.593, -2.732, -2.956)
C (-1.789, -0.238, 3.585)
C (-1.032, 1.065, 3.842)
O (-0.955, 1.657, 4.931)
N (-0.378, 1.631, 2.608)
H (0.463, 1.120, 2.379)
H (-0.870, 1.291, 1.794)
C (-0.249, 3.137, 2.578)
H (-2.165, -0.600, 4.542)
H (-1.125, -0.994, 3.166)
H (-2.603, -0.014, 2.896)
H (-1.136, 3.723, 2.819)
H (0.137, 3.223, 1.563)
H (0.592, 3.300, 3.252)
O (-2.682, -0.488, -1.194)
H (-3.296, -0.930, -0.604)
H (-2.026, -0.038, -0.657)
H (-2.216, -1.178, -1.673)
P (0.081, -0.154, 0.080)
O (1.183, 0.181, 1.165)
O (0.640, -0.084, -1.351)
O (-1.084, 0.843, 0.169)
O (-0.458, -1.613, 0.326)
C (-3.932, 0.372, -4.798)
O (-5.008, -0.275, -5.478)
H (-4.253, 1.236, -4.217)
H (-3.375, -0.346, -4.195)
H (-3.298, 0.777, -5.586)
H (-4.704, -0.621, -6.320)
C (-1.152, 3.016, -2.140)
O (-0.790, 3.173, -0.770)
H (-0.697, 2.160, -2.638)
H (-2.229, 2.979, -2.299)
H (-0.764, 3.917, -2.617)
H (-0.642, 2.285, -0.436)
C (-0.250, -0.205, -4.617)
O (-0.954, -0.351, -3.463)
H (-0.866, 0.338, -5.333)
H (0.654, 0.376, -4.433)
H (-0.034, -1.181, -5.053)
H (-0.359, -0.242, -2.718)
C (-1.461, -4.271, -1.714)
O (-1.343, -2.894, -1.789)
H (-0.630, -4.900, -2.033)
H (-1.682, -4.616, -0.704)
H (-2.287, -4.547, -2.369)
H (-0.731, -2.552, -1.133)
C (0.993, 6.021, -1.185)
O (-0.314, 5.828, -0.654)
H (1.068, 5.798, -2.249)
H (1.245, 7.081, -1.143)
H (1.734, 5.335, -0.775)
H (-0.587, 4.932, -0.865)
C (4.119, 5.665, 1.777)
O (3.107, 4.796, 2.407)
H (5.090, 5.579, 2.266)
H (4.158, 5.422, 0.716)
H (3.897, 6.724, 1.910)
H (3.275, 3.911, 2.075)
C (-6.168, -0.889, -1.408)
O (-5.147, -1.642, -0.741)
H (-6.358, 0.027, -0.849)
H (-5.848, -0.639, -2.420)
H (-7.094, -1.457, -1.488)
H (-5.515, -2.059, 0.041)
C (0.466, -4.628, 1.605)
O (0.964, -3.495, 0.880)
H (1.150, -5.277, 2.152)
H (-0.215, -4.179, 2.329)
H (-0.040, -5.336, 0.949)
H (0.337, -2.772, 0.794)
C (2.217, -0.800, 6.846)
O (1.026, -1.046, 6.190)
H (2.097, -0.772, 7.929)
H (2.996, -1.514, 6.579)
H (2.527, 0.185, 6.496)
H (1.293, -1.177, 5.277)
C (2.356, 2.770, -2.259)
O (2.261, 1.457, -2.852)
H (3.314, 3.213, -2.534)
H (1.588, 3.410, -2.692)
H (2.169, 2.820, -1.186)
H (1.630, 0.948, -2.339)
C (3.582, 1.573, 2.585)
O (2.861, 2.150, 1.570)
H (4.211, 0.756, 2.231)
H (4.263, 2.336, 2.960)
H (2.982, 1.188, 3.410)
H (2.231, 1.505, 1.239)
C (4.734, 1.707, -5.597)
O (4.551, 0.923, -4.433)
H (5.723, 1.508, -6.009)
H (3.926, 1.495, -6.297)
H (4.754, 2.742, -5.256)
H (3.782, 1.177, -3.917)
C (-3.735, 3.079, 0.829)
O (-3.227, 1.820, 1.231)
H (-4.736, 3.253, 1.222)
H (-3.093, 3.900, 1.151)
H (-3.864, 3.206, -0.245)
H (-2.425, 1.663, 0.728)
C (-3.111, -3.130, 1.890)
O (-2.910, -1.948, 1.110)
H (-2.565, -3.871, 1.305)
H (-2.566, -3.062, 2.831)
H (-4.146, -3.438, 2.042)
H (-1.978, -1.736, 1.021)
C (2.668, -2.323, 3.432)
O (1.737, -1.243, 3.433)
H (3.367, -2.222, 2.601)
H (3.271, -2.339, 4.339)
H (2.104, -3.252, 3.342)
H (1.599, -0.879, 2.556)
C (-6.356, 0.340, 2.252)
O (-5.543, 1.445, 2.659)
H (-6.747, 0.667, 1.288)
H (-5.777, -0.574, 2.125)
H (-7.252, 0.144, 2.841)
H (-4.729, 1.353, 2.158)
C (2.033, -6.568, -0.713)
O (2.875, -6.903, -1.832)
H (2.145, -7.288, 0.098)
H (2.326, -5.604, -0.295)
H (0.975, -6.550, -0.975)
H (2.556, -6.375, -2.567)

The calculation puts the electronic energy at -86667.74923 eV. The orbital gap is 9.6 eV. The calculation puts the maximum force at 4.50 eV/Å. As for the net charge: 0. As for the spin multiplicity: 1.


The following is a quantum chemistry calculation of a single C2H11NSi3 molecule in a non-equilibrium geometry, from the Open Molecules 2025 dataset.

Geometry (Å):
Si (0.078, -2.589, 0.304)
Si (-1.398, -1.202, -0.828)
Si (-1.422, 0.982, -0.071)
N (0.314, 1.002, 0.686)
C (1.121, 2.185, 0.681)
C (1.493, 1.009, -0.128)
H (0.832, -1.860, 1.325)
H (-0.591, -3.695, 0.994)
H (1.065, -3.208, -0.589)
H (-2.767, -1.760, -0.836)
H (-1.060, -1.205, -2.268)
H (-1.538, 2.032, -1.098)
H (-2.246, 1.411, 1.055)
H (1.663, 2.395, 1.596)
H (0.757, 3.071, 0.170)
H (1.402, 1.065, -1.208)
H (2.297, 0.368, 0.214)

The calculation puts the electronic energy at -27372.98288 eV. The orbital gap is 9.7 eV. The calculation puts the maximum force at 3.24 eV/Å. As for the net charge: 0. As for the spin multiplicity: 1.


The following is a quantum chemistry calculation of 2 unconnected molecules or ions with the total composition C9H14 in a non-equilibrium geometry, from the Open Molecules 2025 dataset.

Geometry (Å):
C (-1.070, -3.503, -1.397)
C (-0.688, -2.289, -0.521)
C (0.406, -2.211, 0.326)
C (0.556, -1.125, 1.196)
C (-0.350, -0.082, 1.257)
C (-1.565, -0.159, 0.393)
C (-1.653, -1.292, -0.483)
H (-2.065, -3.551, -1.813)
H (-1.086, -4.359, -0.685)
H (-0.337, -3.618, -2.222)
H (1.049, -2.997, 0.424)
H (1.365, -1.282, 1.937)
H (-0.196, 0.809, 1.769)
H (-2.350, 0.566, 0.349)
H (-2.464, -1.246, -1.124)
C (1.984, 4.609, -0.967)
C (1.589, 4.327, 0.607)
H (1.529, 3.678, -1.443)
H (1.481, 5.464, -1.313)
H (3.061, 4.472, -1.184)
H (1.031, 3.310, 0.539)
H (1.349, 5.273, 1.120)
H (2.382, 3.839, 1.183)

The calculation puts the electronic energy at -9558.12612 eV. The orbital gap is 10.0 eV. The calculation puts the maximum force at 4.53 eV/Å. As for the net charge: 0. As for the spin multiplicity: 1.


The following is a quantum chemistry calculation of a molecular structure, C12H22ClI2N2P2Y in a non-equilibrium geometry, from the Open Molecules 2025 dataset.

Geometry (Å):
I (-3.030, 1.426, 1.185)
I (-2.925, -1.396, 1.265)
Y (1.511, 0.113, 1.350)
P (-3.860, -0.053, -0.793)
C (-5.560, 0.059, -0.056)
C (-4.046, 1.257, -2.043)
H (-5.047, 0.965, -2.429)
H (-5.099, -1.140, -2.353)
H (-3.270, 1.121, -2.831)
H (-3.345, -1.341, -2.784)
H (-5.709, 0.980, 0.497)
H (-4.106, 2.232, -1.521)
C (-4.096, -1.411, -1.965)
H (-6.222, 0.038, -0.985)
H (-4.166, -2.364, -1.413)
H (-5.763, -0.776, 0.596)
P (3.643, 0.019, 0.125)
C (4.998, 0.088, 1.296)
C (3.832, -1.450, -0.879)
H (3.012, 1.475, -1.803)
H (4.781, 1.251, -1.386)
H (3.755, 2.336, -0.397)
C (3.778, 1.424, -1.001)
H (3.060, -1.594, -1.658)
H (4.815, -1.256, -1.297)
H (5.843, 0.130, 0.611)
H (4.995, -0.800, 1.971)
H (3.871, -2.302, -0.199)
H (4.914, 0.981, 1.951)
Cl (0.379, -0.130, -0.908)
N (4.173, -0.006, 6.694)
C (3.201, 0.069, 6.044)
C (1.918, 0.115, 5.360)
C (0.748, 0.143, 6.125)
C (-0.527, 0.171, 5.500)
C (-0.556, 0.155, 4.112)
N (0.576, 0.124, 3.376)
C (1.816, 0.065, 3.980)
H (0.744, 0.101, 7.213)
H (-1.467, 0.192, 6.050)
H (-1.484, 0.150, 3.507)
H (2.722, -0.061, 3.366)

The calculation puts the electronic energy at -64108.32407 eV. The orbital gap is 3.4 eV. The calculation puts the maximum force at 6.01 eV/Å. As for the net charge: +2. As for the spin multiplicity: 1.


The following is a quantum chemistry calculation of a single CH3FP2 molecule in a non-equilibrium geometry, from the Open Molecules 2025 dataset.

Geometry (Å):
H (-0.811, 0.872, 1.571)
P (-0.628, 1.696, 0.532)
C (0.366, 0.696, -0.369)
F (1.208, 1.166, -1.259)
P (0.557, -1.474, -0.085)
H (-0.501, -1.354, 0.943)
H (-0.190, -1.603, -1.333)

The calculation puts the electronic energy at -22377.39270 eV. The orbital gap is 9.2 eV. The calculation puts the maximum force at 3.66 eV/Å. As for the net charge: 0. As for the spin multiplicity: 1.


The following is a quantum chemistry calculation of 6 unconnected molecules or ions with the total composition C12H35FNO7 in a non-equilibrium geometry, from the Open Molecules 2025 dataset.

Geometry (Å):
C (2.655, 1.979, -2.084)
C (3.519, 1.879, -0.831)
O (4.725, 1.153, -0.996)
C (4.558, -0.158, -1.500)
C (3.540, -1.016, -0.776)
O (2.393, -1.166, -1.563)
C (1.460, -2.153, -1.034)
N (0.116, -1.749, -0.929)
C (-0.066, -0.423, -0.660)
C (-1.537, -0.088, -0.464)
F (0.642, 0.046, 0.591)
H (3.219, 1.751, -2.981)
H (2.245, 2.983, -2.151)
H (1.809, 1.300, -2.015)
H (3.835, 2.874, -0.528)
H (2.937, 1.471, -0.004)
H (4.309, -0.149, -2.563)
H (5.537, -0.623, -1.407)
H (3.289, -0.591, 0.200)
H (3.992, -1.999, -0.594)
H (1.510, -3.011, -1.720)
H (1.846, -2.511, -0.070)
H (0.355, 0.231, -1.440)
H (-1.868, 0.730, -1.099)
H (-2.141, -0.967, -0.656)
H (-1.698, 0.239, 0.561)
C (3.301, -4.060, 1.695)
O (3.738, -4.728, 0.513)
H (3.644, -3.032, 1.623)
H (2.212, -4.061, 1.764)
H (3.729, -4.520, 2.591)
H (3.435, -5.639, 0.552)
C (3.529, -4.181, -3.457)
O (3.986, -5.109, -2.481)
H (3.909, -4.514, -4.422)
H (2.438, -4.144, -3.501)
H (3.901, -3.172, -3.259)
H (3.654, -4.811, -1.625)
C (-5.358, -0.361, -0.785)
O (-4.555, 0.802, -0.716)
H (-4.741, -1.149, -1.209)
H (-5.694, -0.675, 0.209)
H (-6.235, -0.216, -1.427)
H (-5.076, 1.507, -0.321)
C (-4.057, 3.481, 1.664)
O (-5.176, 2.596, 1.832)
H (-3.166, 2.933, 1.952)
H (-3.957, 3.795, 0.623)
H (-4.175, 4.355, 2.303)
H (-5.969, 3.075, 1.575)
C (-5.813, 5.544, 5.433)
O (-5.249, 5.028, 4.236)
H (-5.428, 6.553, 5.559)
H (-6.904, 5.591, 5.379)
H (-5.522, 4.949, 6.303)
H (-5.579, 4.133, 4.108)

The calculation puts the electronic energy at -31548.27488 eV. The orbital gap is 4.6 eV. The calculation puts the maximum force at 1.64 eV/Å. As for the net charge: -1. As for the spin multiplicity: 1.